{"formula": "C37H44N13O6S4Tl", "method": "wB97M-V/def2-TZVPD", "energy_ha": -4364.7930, "spin_multiplicity": 1, "e_homo_ha": [0.012, -0.035], "orbital_gap_ev": [3.09, 4.37], "charge": -2, "elements": ["C", "H", "H", "C", "C", "C", "H", "C", "H", "H", "C", "H", "N", "S", "C", "H", "H", "H", "Tl", "C", "C", "H", "N", "H", "C", "H", "C", "S", "H", "H", "H", "H", "S", "C", "H", "H", "C", "C", "H", "N", "N", "H", "C", "C", "C", "C", "C", "H", "H", "H", "H", "C", "C", "N", "N", "N", "H", "C", "N", "H", "O", "C", "C", "H", "H", "N", "H", "O", "O", "C", "H", "H", "H", "C", "H", "C", "H", "C", "H", "N", "C", "O", "H", "C", "N", "H", "H", "O", "H", "C", "H", "H", "N", "O", "N", "H", "C", "C", "C", "H", "C", "C", "C", "H", "S"], "positions_angstrom": [[4.36292, 3.88248, -2.88418], [5.73247, 0.57409, -0.47866], [6.37596, 4.70267, -2.61800], [-0.05337, -5.55481, -2.34618], [0.47250, 1.81055, 4.74967], [0.47683, -4.37121, -2.77295], [0.87407, 2.38629, 5.55826], [-0.36684, 1.17818, 2.67568], [8.78964, 3.49170, 1.63971], [-1.75556, -7.11367, -1.06602], [-1.29253, 2.68047, 0.96381], [4.69883, 3.04959, -3.50519], [-0.97789, 1.32534, -2.64713], [-0.07250, 1.85350, -5.08180], [-0.36220, -0.07641, 3.31637], [3.00950, 1.07217, -3.82176], [-1.34443, 0.42827, -2.93129], [-4.15478, -1.87893, 2.30864], [0.47704, -0.58705, -0.90624], [-2.42923, -0.28422, 1.16867], [-0.59772, -3.76329, 3.42623], [0.43938, 3.17638, 3.10650], [-0.04942, -3.34654, -2.05608], [-2.67475, 2.65732, 3.28827], [-2.27879, 3.63538, 3.05077], [-2.32367, 6.81387, 4.20525], [-4.80953, -3.21117, -0.71882], [3.66691, -2.13462, 0.45084], [0.92320, 3.44537, 0.17570], [8.07275, 4.48450, -0.62219], [-5.45574, -3.95016, -1.18151], [1.19283, -4.19641, -3.55229], [6.06426, 3.20698, -0.83635], [-0.45372, 2.20546, -3.49612], [-1.49595, -3.35759, -0.51153], [0.30377, 4.08899, -3.52946], [0.21852, 2.19160, 3.47310], [-3.15311, -1.31226, 0.50151], [3.95934, 1.40065, 0.65977], [-1.43693, 0.37313, 0.67442], [2.27114, 0.41599, 1.25326], [0.10817, -6.56803, -2.66262], [-0.89277, -3.88756, -1.22037], [-3.91700, -2.50784, -1.47850], [7.38411, 4.05903, 0.10169], [1.64033, 3.25580, -0.59143], [4.25764, -0.58086, 0.36946], [-3.84048, -2.67715, -2.54428], [-1.24147, 1.64233, -1.71221], [4.45700, 1.02706, -2.78400], [5.07550, 5.30212, -1.49574], [-2.08820, 5.97465, 3.56318], [-1.74063, -6.13690, -0.57968], [2.63933, 5.48939, -0.86305], [-0.93987, -5.23307, -1.35355], [-0.99827, 1.44036, 1.47275], [-0.91411, -4.55135, 4.10046], [-4.90205, -2.99291, 0.65919], [1.83545, 2.02830, -1.12417], [-0.91230, 7.12558, 2.18639], [1.81049, 5.98235, -0.03288], [3.36585, 1.01685, -2.79286], [-3.00318, -1.55442, -0.91757], [-2.75847, -5.75081, -0.49698], [-0.39091, 3.58771, -2.02105], [3.27838, 3.42821, -2.06947], [4.01941, 4.69585, -3.53569], [5.05882, 2.83796, 0.12477], [-1.54113, 2.83670, -0.24191], [-1.48697, 3.80261, 1.90821], [-1.33521, -6.24730, 0.43060], [-5.61821, -3.54540, 1.25530], [-2.79358, -0.03138, 2.17663], [-1.01925, 5.08457, 1.59902], [6.88199, 4.84360, 0.65858], [-0.80929, -2.45071, 3.74309], [2.03998, -0.50329, 1.63028], [8.03726, 3.03423, 1.00112], [8.50012, 2.26165, 0.39192], [5.50200, -0.35286, -0.14957], [0.05043, -4.07130, 2.22315], [6.66958, 2.09299, -1.54375], [0.30451, -5.09009, 1.96605], [-2.57310, 4.70732, 3.86428], [3.63681, 0.46845, 0.91240], [-0.38535, 5.24340, 0.73850], [2.06303, 1.14190, 1.93063], [-2.14547, -0.98719, -1.63912], [7.27791, 2.56778, 1.62408], [5.50339, 4.43050, -2.02951], [3.00949, 0.08348, -2.36677], [0.88274, -3.20020, 0.44803], [-0.28987, 3.45732, -3.02003], [3.56674, 6.22393, -1.39035], [0.15949, -1.74361, 1.65473], [5.86606, -1.11688, -0.69487], [-0.38197, -1.42124, 2.86409], [0.37608, -3.01780, 1.38634], [-4.08779, -2.04981, 1.23868], [-1.28902, -2.16930, 4.67022], [2.53004, 4.16939, -1.15166], [2.81058, 2.13235, -1.98837], [-1.30869, 6.14988, 2.42955], [-3.19192, 4.55232, 4.73841], [0.07155, 0.14904, 5.03481]]}